[1]
Entry from OMol25: a structure of composition C7H24BCl2CrO7S2 in a non-equilibrium geometry (wB97M-V/def2-TZVPD).

Output
- net charge = -1
- spin multiplicity = 5
- expectation value of S² = 6.01
- strongest force on any atom (eV/A) = 2.534
- Kohn-Sham gap (spin up / spin down) (eV) = 5.830 / 7.037
- E (Eh) = -3593.9248
- HOMO energy (spin up / spin down) (eV) = -3.7 / -4.9
- energy above the lowest of the compared OMol25 structures with the same formula, charge and spin (eV) = 0.000

Geometry (Å):
Cr: 1.07486 -1.22884 1.05049
Cl: 1.80470 -3.75210 0.93066
Cl: -1.11785 -1.26735 2.17010
B: 2.27473 -0.70264 3.11382
H: 2.25631 -0.18038 4.15147
H: 1.62608 -1.66680 3.16763
H: 1.80255 -0.01264 2.31591
H: 3.37162 -0.96861 2.82833
O: 0.81434 -2.15823 -3.23997
S: -0.12677 -2.13987 -2.14295
O: 0.25631 -1.54297 -0.88308
O: -1.44885 -1.41382 -2.71298
C: -2.44648 -1.09426 -1.67772
C: -3.55351 -0.35061 -2.37834
C: -0.80087 -3.79639 -1.75047
H: -1.89520 -0.49397 -0.95244
H: -2.76419 -2.01101 -1.18721
H: -3.17829 0.46777 -2.99425
H: -4.40675 -0.10492 -1.75454
H: -3.93821 -1.01534 -3.16396
H: -1.37850 -4.10509 -2.61575
H: -1.37006 -3.72324 -0.82644
H: 0.05453 -4.43479 -1.53351
O: 1.81244 2.72040 -0.55743
S: 0.56016 2.22044 -0.08589
O: 0.40388 0.86763 0.39396
O: 0.12207 3.17331 1.14578
C: -0.49257 2.55647 2.31161
C: -1.13317 3.67687 3.10609
C: -0.79972 2.56303 -1.25016
H: 0.30621 1.99051 2.79800
H: -1.16936 1.75531 1.99681
H: -0.34422 4.39578 3.33438
H: -1.68935 3.34508 3.97672
H: -1.82232 4.25419 2.48295
H: -0.53055 1.92569 -2.09650
H: -0.84754 3.61641 -1.49954
H: -1.74225 2.17216 -0.87452
C: 3.42420 -0.72353 -1.20846
O: 2.99091 -0.70969 0.16219
H: 3.72693 0.29167 -1.47549
H: 4.25646 -1.42215 -1.28116
H: 2.62450 -1.00022 -1.88891
H: 3.43278 0.02670 0.59474



[2]
Entry from OMol25: a structure of composition C7H24Be2O9 in a non-equilibrium geometry (wB97M-V/def2-TZVPD).

Output
- net charge = +2
- strongest force on any atom (eV/A) = 8.933
- Kohn-Sham gap (eV) = 2.114
- E (Eh) = -986.6953
- HOMO energy (eV) = -14.3
- energy above the lowest of the compared OMol25 structures with the same formula, charge and spin (eV) = 2.049

Geometry (Å):
Be: -1.85903 3.37129 0.61276
Be: -1.36044 -0.80601 3.63292
C: -1.17623 0.43971 0.95068
O: -1.32183 0.96641 -0.16333
O: -0.58740 -0.58729 1.14897
O: -1.55531 1.07402 1.91563
C: -0.30091 -3.25941 -1.51915
O: -0.67059 -3.03803 -0.19539
H: 0.60017 -2.66752 -1.67986
H: -0.05907 -4.31546 -1.63899
H: -1.06384 -2.84816 -2.18014
H: -0.58895 -2.09693 -0.02431
C: -0.11800 4.49671 -2.59891
O: -0.98152 3.65730 -1.82727
H: -0.73719 5.11005 -3.25354
H: 0.43776 5.19910 -1.97771
H: 0.61067 3.90512 -3.15312
H: -1.28450 2.94269 -2.39220
C: 2.09222 0.27899 4.83766
O: 1.05927 0.11771 3.86916
H: 2.29890 1.34515 4.93083
H: 1.72381 -0.08909 5.79521
H: 2.99122 -0.26367 4.54540
H: 1.54026 0.26597 3.05168
C: 1.30867 0.10047 -2.40907
O: -0.09495 0.27718 -2.43365
H: 1.78884 1.07877 -2.38737
H: 1.52998 -0.45299 -1.49648
H: 1.70337 -0.46798 -3.25120
H: -0.32603 0.42511 -1.51370
C: 2.77103 -1.67264 1.09356
O: 2.17965 -0.34339 1.14555
H: 2.31498 -2.21842 0.26758
H: 3.85394 -1.66195 0.96991
H: 2.62371 -2.22663 2.02065
H: 1.25236 -0.36849 0.89838
C: -3.65535 -1.22820 -0.82336
O: -3.18859 -0.20630 -1.72160
H: -4.35914 -1.95623 -1.22680
H: -2.81279 -1.85851 -0.53895
H: -4.10621 -0.67798 0.00252
H: -2.47293 0.25955 -1.28295